No. 1
DFT (ωB97M-V with the def2-TZVPD basis set) results for a molecular structure, C16H29N3O4RhS5.

As for the total charge: +3. As for the LUMO energy: -0.4493 Ha. The value obtained for the relative energy (zero: lowest compared OMol25 entry of this formula, charge and spin) is 0.00 kcal/mol. For the HOMO energy, the calculation gives -16.69 eV. For the orbital gap, the calculation gives 4.47 eV.

Each line ends with the natural charge from an NBO analysis.
CARTESIAN COORDINATES (ANGSTROEM)
Rh (0.8407, 1.8599, -0.9385)  0.44
S (3.1806, 1.7775, -1.2816)  0.49
S (-2.7056, -4.9239, 0.3912)  2.18
S (0.9548, 3.7891, -2.1905)  0.46
S (1.2305, 2.1859, 1.2158)  0.71
S (-1.4118, 2.5411, -0.4499)  0.46
O (-2.1742, -5.9015, -0.5139)  -0.92
O (-3.6417, -3.9386, -0.0929)  -0.96
O (3.3299, -2.8672, 1.2487)  -0.32
O (1.7826, -4.3280, 0.8214)  -0.31
N (0.1875, -2.2789, -0.2669)  -0.27
N (0.8248, -0.1791, -0.5193)  -0.55
N (2.2460, -3.2145, 0.8424)  0.53
C (-1.4459, -0.8443, -1.4625)  -0.69
C (3.5703, 3.3177, -2.1936)  -0.55
C (-3.3422, -5.7172, 1.8497)  -0.65
C (1.8340, -0.8652, 0.1185)  -0.06
C (2.8744, 2.9709, 1.2508)  -0.55
C (-4.5220, -6.6061, 1.4600)  -0.62
C (-0.1737, -1.0723, -0.7301)  0.45
C (-1.2829, -3.9311, 0.9312)  -0.68
C (-1.5715, 4.1084, -1.3910)  -0.55
C (-0.3011, 4.9362, -1.5438)  -0.53
C (-1.2832, 3.0822, 1.2879)  -0.56
C (2.6171, 4.4779, -1.9536)  -0.53
C (1.4394, -2.1440, 0.2776)  0.20
C (3.8056, 2.1158, 0.4065)  -0.55
C (-0.6622, -3.4927, -0.3892)  -0.24
C (0.1114, 3.5303, 1.6818)  -0.55
H (-4.1845, -7.4381, 0.8459)  0.24
H (3.9529, 1.1370, 0.8620)  0.27
H (0.0577, 5.3743, -0.6147)  0.24
H (-2.5215, -6.2962, 2.2745)  0.25
H (-2.3099, -1.1471, -0.8684)  0.29
H (-0.4604, 5.7363, -2.2686)  0.30
H (2.7846, 3.9978, 0.9035)  0.24
H (-1.6010, 2.2153, 1.8711)  0.28
H (2.7855, -0.4589, 0.3994)  0.23
H (-4.9771, -6.9986, 2.3674)  0.25
H (-0.0821, -4.2857, -0.8523)  0.28
H (-5.2719, -6.0370, 0.9129)  0.24
H (0.4335, 4.4467, 1.1918)  0.24
H (-1.4572, -1.4320, -2.3823)  0.28
H (-1.4552, -3.2089, -1.0753)  0.25
H (-0.5968, -4.5054, 1.5487)  0.26
H (2.6863, 4.9109, -0.9577)  0.24
H (4.5969, 3.5854, -1.9368)  0.30
H (3.1976, 2.9857, 2.2952)  0.30
H (-1.6975, -3.0885, 1.4857)  0.23
H (0.1990, 3.6644, 2.7635)  0.30
H (-2.0234, 3.8662, 1.4534)  0.30
H (-1.9575, 3.7944, -2.3630)  0.28
H (2.7853, 5.2668, -2.6889)  0.30
H (-2.3624, 4.6827, -0.9050)  0.29
H (3.5732, 3.0101, -3.2409)  0.29
H (-1.5630, 0.1970, -1.7408)  0.22
H (4.7958, 2.5642, 0.3125)  0.30
H (-3.6384, -4.9273, 2.5410)  0.24

Cartesian forces (eV/Å) of the 6 atoms listed first:
0.159 -0.154 -0.568
0.252 -0.077 0.061
0.059 -0.018 0.275
-0.181 0.108 0.298
0.273 0.157 0.249
-0.085 0.018 -0.083

---

No. 2
DFT (ωB97M-V with the def2-TZVPD basis set) results for a molecular structure, C16H30B2FFeNO5P in a non-equilibrium geometry.

Its spin multiplicity is 6. As for the total charge: +2. As for the LUMO energy (alpha / beta): -0.2328 / -0.3718 Ha. For the HOMO energy (alpha / beta), the calculation gives -15.29 / -14.48 eV. For the orbital gap (alpha / beta), the calculation gives 8.95 / 4.36 eV.

Each line ends with the Löwdin spin population.
CARTESIAN COORDINATES (ANGSTROEM)
Fe (-3.1440, -0.3906, 1.5093)  2.91
P (2.3079, 2.8980, -1.6528)  0.59
F (4.2101, -3.2831, -0.4638)  0.02
O (-1.0547, 2.9674, -2.1704)  0.00
O (1.4839, 4.4029, -1.3098)  0.09
O (-0.5361, -2.4460, -2.2721)  0.00
O (2.3535, 0.4710, -0.0318)  0.18
O (0.0238, -0.1708, -0.0185)  0.14
N (-2.4573, -1.0958, -1.7914)  0.00
C (-0.0175, -0.0075, -2.3905)  0.01
C (-0.0027, -2.1219, 3.8495)  0.01
C (1.4945, -0.7382, 2.0439)  0.20
C (1.5028, 1.5298, -0.6012)  0.10
C (-2.5143, 1.7958, -0.3137)  0.01
C (2.0532, -1.9067, -0.3878)  0.23
C (-1.0910, -0.9040, 3.8505)  0.01
C (-3.3913, -1.6983, -2.7986)  0.00
C (3.6804, -1.9582, -0.2125)  0.01
C (4.0920, 3.2444, -1.0189)  0.11
C (-1.6851, 0.2646, 4.0614)  0.01
C (-1.0226, -1.2666, -2.1564)  0.00
C (0.8880, -2.1595, 2.5136)  0.01
C (0.0932, 0.8754, -1.0484)  0.01
C (-2.7917, -1.7019, -0.4702)  0.02
C (-2.2200, 1.9663, 1.2729)  0.02
B (-1.1565, 1.8898, -1.1947)  0.00
B (1.3829, -0.5850, 0.3918)  0.17
H (1.1971, 2.1116, 0.3706)  0.03
H (1.0746, 0.1844, 2.5802)  0.01
H (4.7170, 2.2892, -0.9104)  0.00
H (0.5909, -2.1768, 4.8356)  0.00
H (1.5783, -2.9053, -0.0582)  0.01
H (4.1297, -1.2649, -1.0126)  0.00
H (1.2289, 4.3343, -0.3499)  0.01
H (-0.5343, 0.6347, -3.2146)  0.00
H (-1.3255, 2.6660, -3.0688)  0.00
H (-2.0298, -1.4679, 0.3669)  0.00
H (0.2474, -2.5724, 1.6452)  0.00
H (4.0316, -1.6177, 0.8231)  0.00
H (-3.5204, -1.0807, -3.7580)  0.00
H (4.0147, 3.7735, 0.0164)  0.02
H (-3.1216, 0.8304, -0.4916)  0.00
H (-2.9115, -2.8577, -0.4981)  0.00
H (-3.1389, -2.7756, -3.1067)  0.00
H (0.9752, -0.3591, -2.8381)  0.00
H (-3.8506, -1.2918, -0.1547)  0.00
H (-1.1462, 2.3833, 1.3707)  0.00
H (2.6295, -0.7640, 2.3014)  0.00
H (1.8913, -1.8567, -1.5393)  0.01
H (-2.2937, 0.9177, 1.7582)  0.01
H (1.7962, -2.8783, 2.6231)  0.00
H (-0.6560, -3.0862, 3.8340)  0.00
H (4.6121, 4.0179, -1.7141)  0.00
H (-3.0179, 2.6273, 1.7622)  0.00
H (-1.9833, 1.3793, 4.1533)  0.00
H (-4.4438, -1.7369, -2.3033)  0.00
H (-3.2222, 2.6709, -0.6118)  0.00

Cartesian forces (eV/Å) of the 6 atoms listed first:
-0.704 -1.287 0.174
0.140 2.773 2.415
-1.308 2.181 0.506
-0.022 -2.599 0.835
1.534 -3.730 0.349
-2.203 5.434 0.429

---

No. 3
DFT (ωB97M-V with the def2-TZVPD basis set) results for a molecular structure, C16H30BF4I2N2OPdSi2.

As for the total charge: -1. As for the LUMO energy: 0.0030 Ha. The value obtained for the relative energy (zero: lowest compared OMol25 entry of this formula, charge and spin) is 0.00 kcal/mol. For the HOMO energy, the calculation gives -4.16 eV. For the orbital gap, the calculation gives 4.24 eV.

Each line ends with the natural charge from an NBO analysis.
CARTESIAN COORDINATES (ANGSTROEM)
I (-1.5419, -0.0457, -2.4291)  0.04
I (-4.4542, -0.0445, -2.7064)  -0.25
Pd (0.0307, -0.0532, -0.3204)  0.95
Si (3.1572, -1.2868, -0.1764)  1.80
Si (-1.2872, 2.8113, 0.0623)  1.83
F (-0.1759, -3.4310, 1.9560)  -0.57
F (-2.2230, -2.9740, 1.0341)  -0.56
F (-0.3119, -2.1099, 0.0688)  -0.59
F (-0.7481, -4.3636, -0.0559)  -0.55
O (-0.4343, 0.2865, 2.3454)  -0.57
N (0.1598, 1.8700, -0.3301)  -0.95
N (2.0359, 0.0754, -0.0564)  -1.03
C (1.7832, 3.7096, -0.4492)  -0.26
C (-0.8565, 3.9039, 1.5451)  -1.14
C (2.2891, -2.8829, -0.6009)  -1.13
C (0.7718, 0.5879, 3.0494)  -0.07
C (1.4496, 2.3588, -0.3083)  0.09
C (4.0972, 3.1887, -0.1330)  -0.23
C (-2.7271, 1.7196, 0.5626)  -1.15
C (3.1002, 4.1275, -0.3594)  -0.25
C (4.4051, -0.9915, -1.5671)  -1.12
C (0.5192, 0.2428, 4.5283)  -0.43
C (3.7769, 1.8447, -0.0355)  -0.30
C (-0.9800, -0.0706, 4.5718)  -0.42
C (-1.7862, 3.8780, -1.4132)  -1.14
C (4.0358, -1.4993, 1.4818)  -1.13
C (2.4521, 1.3980, -0.1359)  0.21
C (-1.2197, -0.5873, 3.1630)  -0.08
B (-0.9020, -3.2804, 0.7761)  1.36
H (5.0421, -0.1194, -1.4549)  0.23
H (-1.5641, 0.8368, 4.7414)  0.19
H (1.0944, -0.6389, 4.8142)  0.20
H (1.5963, 0.0080, 2.6258)  0.19
H (-0.8814, -1.6174, 3.0485)  0.21
H (-1.4433, 4.8254, 1.5220)  0.22
H (0.9844, 1.6479, 2.8882)  0.18
H (-2.2511, -0.5169, 2.8188)  0.20
H (1.6195, -2.7828, -1.4543)  0.25
H (4.8381, -2.2349, 1.3871)  0.23
H (3.8677, -0.8888, -2.5120)  0.24
H (0.9970, 4.4279, -0.6428)  0.20
H (5.1269, 3.5094, -0.0342)  0.20
H (-1.0502, 4.6392, -1.6674)  0.23
H (-2.4406, 0.6942, 0.8026)  0.25
H (3.3289, -1.8770, 2.2225)  0.24
H (0.1947, 4.1796, 1.5967)  0.25
H (-1.1087, 3.3685, 2.4624)  0.23
H (3.3513, 5.1750, -0.4684)  0.20
H (-3.4802, 1.6646, -0.2230)  0.25
H (1.7076, -3.2803, 0.2242)  0.26
H (4.4674, -0.5763, 1.8678)  0.23
H (3.0566, -3.6173, -0.8612)  0.22
H (-3.1856, 2.1484, 1.4559)  0.23
H (-2.7278, 4.3834, -1.1827)  0.23
H (0.8015, 1.0567, 5.1959)  0.21
H (-1.2380, -0.7987, 5.3401)  0.21
H (5.0499, -1.8703, -1.6502)  0.22
H (-1.9523, 3.2501, -2.2891)  0.25
H (4.5612, 1.1249, 0.1505)  0.20

Cartesian forces (eV/Å) of the 6 atoms listed first:
-0.835 0.002 0.143
0.817 -0.036 -0.043
0.615 0.164 0.187
-0.282 0.326 -0.049
0.679 0.004 0.030
0.120 -0.021 0.026

---

No. 4
DFT (ωB97M-V with the def2-TZVPD basis set) results for 10 unconnected molecules or ions with the total composition C16H30F3N7O23 in a non-equilibrium geometry.

As for the LUMO energy: -0.0091 Ha. The value obtained for the relative energy (zero: lowest compared OMol25 entry of this formula, charge and spin) is 0.00 kcal/mol. For the HOMO energy, the calculation gives -10.88 eV. For the orbital gap, the calculation gives 10.63 eV. Its SMILES is O=C1OC[C@@H](F)O1.O=C1OC[C@@H](F)O1.O=C1OC[C@@H](F)O1.C[N+](=O)[O-].C[N+](=O)[O-].C[N+](=O)[O-].C[N+](=O)[O-].C[N+](=O)[O-].C[N+](=O)[O-].C[N+](=O)[O-].

Each line ends with the Mulliken charge.
CARTESIAN COORDINATES (ANGSTROEM)
F (0.3561, 1.1753, -4.3399)  -0.33
F (3.4613, 2.1759, 2.8414)  -0.27
F (-4.8677, -4.4265, -2.7960)  -0.33
O (-4.2647, 2.0308, 0.7036)  -0.59
O (-3.6863, -2.3833, 3.7182)  -0.55
O (-1.4309, -2.7875, -1.4014)  -0.54
O (-2.0553, 1.2602, 3.1088)  -0.42
O (0.2009, 2.6489, -1.7570)  -0.47
O (-1.7345, -2.0585, 2.8394)  -0.45
O (5.8547, 0.1416, -0.7534)  -0.59
O (-5.8129, 1.6286, -0.7495)  -0.58
O (6.9372, -0.5590, 0.9680)  -0.60
O (-2.0173, 1.1491, 5.2820)  -0.57
O (-0.1930, -2.1441, -4.3527)  -0.33
O (4.0090, 3.9408, 4.1485)  -0.35
O (1.8400, 0.1283, -0.7094)  -0.51
O (4.3330, -2.3117, -0.5228)  -0.62
O (1.8386, 4.3462, 4.4802)  -0.32
O (-1.8532, -4.5222, -2.7662)  -0.36
O (-2.2456, -2.2181, -5.2264)  -0.56
O (-1.7845, 2.5639, -2.5813)  -0.51
O (1.5121, 0.9255, 1.2564)  -0.61
O (3.2657, 6.0651, 4.1474)  -0.49
O (-1.3617, -0.2599, -4.5273)  -0.42
O (3.6001, -1.5672, -2.4041)  -0.59
O (-3.2989, -2.8396, -2.6561)  -0.24
N (4.4935, -1.8257, -1.6301)  1.11
N (-4.6926, 1.4917, -0.3000)  1.01
N (5.9445, -0.1051, 0.4359)  0.97
N (1.1160, 0.4598, 0.2061)  1.07
N (-2.5691, 1.1917, 4.1968)  0.87
N (-2.4783, -2.3037, 3.7633)  0.84
N (-0.6975, 3.0868, -2.4478)  0.95
C (-0.2278, 0.1150, -3.7360)  1.38
C (3.0273, 4.9153, 4.2243)  0.60
C (4.7184, 0.0537, 1.2495)  -0.67
C (-4.0876, 1.2901, 4.2390)  -0.61
C (-3.9026, -3.7880, -3.5095)  0.25
C (3.4454, 2.6896, 4.1296)  0.38
C (1.9625, 2.9351, 4.4916)  -0.16
C (-2.1272, -3.3310, -2.1935)  0.65
C (-0.3876, 4.3005, -3.2495)  -0.90
C (-3.8268, 0.4994, -0.9747)  -0.16
C (5.8999, -1.7234, -2.1061)  -0.78
C (0.5805, -1.1842, -3.6440)  -0.40
C (-1.3675, -1.5822, -4.7487)  0.57
C (-1.7585, -2.4559, 5.0710)  -0.69
C (-2.7261, -4.6745, -3.8767)  -0.40
C (-0.3490, 0.1294, 0.1098)  -0.30
H (-1.2572, 4.9453, -3.1735)  0.31
H (-4.4101, 1.5806, 3.2475)  0.17
H (-0.2457, 3.9946, -4.2837)  0.30
H (6.1744, -2.7101, -2.4624)  0.31
H (-2.3876, -2.6422, 5.9312)  0.28
H (-0.5675, -0.1368, 1.1391)  0.19
H (-4.1182, -0.4873, -0.6135)  0.41
H (1.5479, -0.9930, -4.1175)  0.32
H (4.9669, 0.1414, 2.2973)  0.24
H (-1.3418, -1.4497, 5.1569)  0.26
H (4.1095, 0.8555, 0.8596)  0.25
H (0.5409, 4.7143, -2.8805)  0.33
H (-4.4666, 0.3213, 4.5476)  0.27
H (0.7589, -1.5218, -2.6273)  0.27
H (5.9568, -1.0028, -2.9154)  0.31
H (-3.9930, 0.5663, -2.0438)  0.29
H (6.5021, -1.3800, -1.2714)  0.29
H (1.7032, 2.5318, 5.4712)  0.23
H (-2.7822, 0.6075, -0.7221)  -0.37
H (4.1969, -0.8929, 1.0871)  0.37
H (-0.8242, 1.0309, -0.2557)  0.07
H (-4.3530, -3.2724, -4.3536)  0.33
H (-3.0404, -5.7086, -4.0020)  0.35
H (-0.6335, 0.4043, -2.7678)  -0.45
H (3.9301, 1.9514, 4.7593)  0.32
H (1.3146, 2.4653, 3.7535)  0.09
H (-0.4222, -0.7466, -0.5266)  0.03
H (-0.9618, -3.1674, 4.8972)  0.29
H (-2.2353, -4.3270, -4.7851)  0.23
H (-4.2537, 2.0415, 5.0035)  0.30

Cartesian forces (eV/Å) of the 6 atoms listed first:
0.333 -0.276 -0.035
0.419 0.250 0.211
-0.105 -0.310 0.024
-0.031 0.089 -0.160
-0.004 0.063 -0.045
0.108 0.396 0.253

---

Number 1: total energy -3192.7046 Eh. Number 2: total energy -2812.2770 Eh. Number 3: total energy -2539.4104 Eh. Number 4: total energy -3040.4535 Eh.